# 1
192
Properties=species:S:1:pos:R:3 method="wB97M-V/def2-TZVPD" total_charge=+5 spin_multiplicity=1 homo_energy_ev=-15.643 orbital_gap_ev=5.38 lumo_energy_ev=-10.3 fmax_ev_per_a=7.07
C 3.46306 1.76976 -5.66198
C 4.90808 2.24796 -5.36775
N 5.45232 1.65623 -4.12782
C 6.25962 0.55192 -3.91304
C 6.40584 0.50534 -2.51404
N 5.72712 1.50632 -1.90059
C 5.16991 2.23006 -2.91366
C 5.53693 1.70052 -0.45924
H 3.28593 0.70183 -5.53451
H 3.04504 2.15967 -6.59006
H 2.86021 2.14939 -4.83703
H 5.00180 3.31510 -5.56907
H 5.56543 1.91453 -6.17076
H 6.62839 -0.07145 -4.71417
H 7.00342 -0.25441 -2.03229
H 4.42748 3.00914 -2.82295
H 5.09562 0.80315 -0.02557
H 4.87229 2.53519 -0.23641
H 6.46303 1.90199 0.07913
C -5.13849 6.20669 1.52284
C -4.86456 5.27943 0.32686
N -5.93572 5.24328 -0.62528
C -5.97033 6.04945 -1.75889
C -7.10925 5.67044 -2.43471
N -7.84903 4.70870 -1.73857
C -7.01391 4.43106 -0.63298
C -9.08563 4.14432 -2.11319
H -5.56639 7.19184 1.33709
H -4.24009 6.54474 2.03926
H -5.58367 5.72612 2.39402
H -4.73035 4.27047 0.71683
H -3.95325 5.54044 -0.21119
H -5.15911 6.71037 -2.02627
H -7.48596 5.91654 -3.41650
H -7.32886 3.70722 0.10409
H -9.49950 4.65306 -2.98382
H -9.75844 4.28075 -1.26654
H -8.93786 3.07909 -2.29076
C -2.37592 2.08120 6.08138
C -2.30429 1.05359 5.00611
N -0.95309 0.43877 4.97452
C 0.29368 1.04179 5.20143
C 1.37485 0.08880 5.08942
N 0.68774 -1.09474 4.84789
C -0.69396 -0.86001 4.68342
C 1.32031 -2.27195 4.61423
H -1.78061 1.72062 6.92023
H -3.36297 2.34435 6.46163
H -1.94428 2.98274 5.64662
H -2.42569 1.38681 3.97542
H -3.00973 0.30278 5.36211
H 0.24548 2.06342 5.54835
H 2.44410 0.22619 5.15444
H -1.44980 -1.59618 4.45284
H 0.58514 -3.07586 4.65096
H 2.01487 -2.37247 5.44825
H 1.86547 -2.39985 3.67907
C -1.82772 4.17745 1.88819
C -0.65074 3.13674 1.91355
C -0.44681 2.36277 0.61924
C 0.71876 1.34587 0.80180
N 1.06736 0.58890 -0.46478
C -0.10202 -0.16119 -1.17394
C -0.30273 0.46385 -2.51068
C 1.08533 0.79942 -2.94866
C 1.66045 1.38083 -1.62988
C 2.12654 -0.44992 -0.06254
H -1.90855 4.63613 0.90270
H -1.64189 4.90889 2.67468
H -2.80895 3.73789 2.06731
H -0.91876 2.32485 2.58964
H 0.27460 3.63267 2.20666
H -0.16901 3.11306 -0.12102
H -1.37964 1.88322 0.32266
H 0.77976 0.60400 1.59804
H 1.63841 1.89406 1.00631
H 0.19748 -1.19288 -1.35836
H -1.01461 -0.08017 -0.58341
H -0.78050 -0.23389 -3.19843
H -0.81840 1.40749 -2.33254
H 1.53834 -0.11084 -3.34151
H 1.01717 1.47037 -3.80498
H 2.73931 1.48207 -1.51194
H 1.30963 2.40450 -1.49896
H 2.39362 -1.02518 -0.94902
H 1.73466 -1.11295 0.70877
H 3.08365 0.00051 0.20043
C -5.81841 1.53644 -2.59491
C -4.47590 1.84612 -1.88474
C -4.32924 1.18388 -0.55141
C -4.35223 -0.36788 -0.59924
N -4.43065 -1.14767 0.76009
C -5.77502 -1.04797 1.45230
C -6.14675 -2.40190 2.08573
C -4.97101 -3.31350 1.74058
C -4.36053 -2.67558 0.50701
C -3.25844 -0.78468 1.72451
H -5.91626 2.19799 -3.45566
H -6.63189 1.91106 -1.97361
H -5.92999 0.46704 -2.77390
H -4.42137 2.92731 -1.75759
H -3.63430 1.62404 -2.54086
H -5.14551 1.56497 0.06224
H -3.37742 1.35254 -0.04773
H -3.43768 -0.73398 -1.06578
H -5.14831 -0.79504 -1.20907
H -5.78466 -0.15235 2.07349
H -6.59552 -0.97743 0.73822
H -6.29076 -2.34376 3.16461
H -7.03406 -2.86263 1.65157
H -4.25834 -3.39732 2.56105
H -5.28808 -4.34607 1.59443
H -3.39840 -3.10214 0.22336
H -5.09863 -2.84817 -0.27626
H -3.29274 -1.32655 2.66965
H -3.47175 0.25023 1.99204
H -2.32704 -0.82711 1.15989
C 5.09250 -2.73762 -0.00767
C 4.04329 -3.81352 -0.26860
C 3.81931 -4.76009 0.94349
C 2.55649 -5.65823 0.73376
N 2.22168 -6.62393 1.85565
C 3.13570 -7.89344 1.68202
C 2.32138 -8.75333 0.63087
C 0.84818 -8.50039 0.88628
C 0.78692 -7.18576 1.67907
C 2.41236 -6.18035 3.31019
H 6.09423 -3.10499 0.21521
H 4.74016 -2.08496 0.79107
H 5.09495 -2.10724 -0.89689
H 4.38690 -4.54303 -1.00198
H 3.05664 -3.49341 -0.60350
H 3.72796 -4.18950 1.86771
H 4.70347 -5.36220 1.15286
H 2.71170 -6.29653 -0.13606
H 1.63224 -5.09911 0.58799
H 3.23403 -8.49282 2.58710
H 4.14844 -7.62002 1.38587
H 2.60011 -9.80127 0.74143
H 2.66554 -8.55927 -0.38501
H 0.45761 -9.25596 1.56794
H 0.29888 -8.52768 -0.05480
H 0.22420 -7.32334 2.60239
H 0.17149 -6.45235 1.15805
H 1.95639 -5.19455 3.40181
H 3.48664 -6.05857 3.44870
H 1.91390 -6.83671 4.02352
C 2.10615 6.77659 2.79117
N 3.43955 6.07883 2.54703
C 4.50245 7.16536 2.59360
C 3.60437 4.97481 3.65263
C 3.56250 5.34974 1.18014
C 3.13737 6.17299 -0.02406
O 1.75907 6.38062 -0.09360
H 1.86526 7.57159 2.08545
H 2.22741 7.21436 3.78201
H 1.29951 6.04819 2.70830
H 5.48045 6.71214 2.43166
H 4.52186 7.67157 3.55873
H 4.37113 7.92558 1.82359
H 2.71929 4.34497 3.56302
H 3.51554 5.43561 4.63643
H 4.48146 4.32797 3.63228
H 2.89000 4.49854 1.28635
H 4.57347 4.94233 1.17222
H 3.48432 5.78463 -0.98161
H 3.54331 7.18405 -0.05685
H 1.38932 5.79319 -0.75679
C -0.02382 -4.53190 -2.33402
N 0.38889 -5.11367 -3.65482
C 1.82849 -5.61466 -3.43810
C -0.43466 -6.40606 -3.80112
C 0.14847 -4.05535 -4.76271
C 1.00407 -4.22971 -6.03499
O 0.59899 -5.35389 -6.78113
H 0.10868 -5.18682 -1.47284
H -1.08213 -4.28039 -2.40346
H 0.55077 -3.61134 -2.23146
H 2.37502 -4.70759 -3.17999
H 2.21661 -5.93616 -4.40459
H 1.98697 -6.38432 -2.68271
H -1.48075 -6.11638 -3.70167
H -0.21702 -7.08352 -2.97542
H -0.32589 -6.89787 -4.76775
H 0.38009 -3.09332 -4.30560
H -0.90166 -4.23188 -4.99546
H 2.06594 -4.39482 -5.85259
H 1.04790 -3.32848 -6.64652
H 1.18482 -5.41099 -7.53951
Br 1.41942 4.71593 -3.08955
Br 3.50405 -2.13470 -4.07392
Br 3.95414 0.99995 2.83119

=====

# 2
243
Properties=species:S:1:pos:R:3 method="wB97M-V/def2-TZVPD" total_charge=-1 spin_multiplicity=1 homo_energy_ev=-6.232 orbital_gap_ev=7.82 lumo_energy_ev=1.6 fmax_ev_per_a=6.15
Ca 1.92780 -1.62826 -0.63650
Rb -0.75087 -1.29560 2.93560
S 2.66748 -3.21675 1.67915
O 1.83058 -3.55233 0.58568
O 4.01714 -3.78176 1.66806
O 2.72129 -1.78442 1.46520
O 1.90626 -3.59046 2.88581
S 0.00330 0.39482 -0.01838
O 1.47174 0.55447 -0.13534
O -0.05953 -1.05072 0.19122
O -0.50557 1.08554 1.13917
O -0.62544 0.73257 -1.25896
C 1.42858 3.45039 5.06765
C 0.43638 3.40299 3.89768
C 1.09901 3.82660 2.54915
O 1.36509 5.22631 2.59906
C 1.83751 5.80992 1.34537
N 0.08167 2.01752 3.93598
H 1.83129 4.46148 5.12772
H 2.36325 2.92039 4.88438
H 0.97924 3.20955 6.03107
H -0.45813 3.98645 4.11568
H 0.38145 3.68804 1.74044
H 1.96237 3.17600 2.40967
H 2.12821 6.84516 1.52385
H 1.16033 5.73237 0.49477
H 2.77797 5.30721 1.11976
H 0.98788 1.59490 4.07835
H -0.19040 1.74171 3.00324
C -0.32290 -1.88565 -4.53291
C 0.47825 -2.16006 -3.21941
C 1.51977 -3.30209 -3.29272
O 2.20611 -3.42817 -2.05479
C 3.01089 -4.62750 -2.03381
N 1.05004 -0.91355 -2.75472
H 0.40652 -1.71080 -5.32379
H -1.04328 -1.07993 -4.39158
H -0.93544 -2.73351 -4.83954
H -0.19577 -2.37693 -2.39070
H 2.20758 -2.94852 -4.06084
H 1.18844 -4.27025 -3.66821
H 3.69787 -4.84611 -2.85134
H 2.36834 -5.50786 -2.01984
H 3.57444 -4.54728 -1.10426
H 1.46635 -0.33637 -3.47141
H 0.28466 -0.30731 -2.49635
C -0.08906 -6.18659 5.86099
C -0.56644 -6.02747 4.36881
C -2.04841 -6.47463 4.14261
O -2.29236 -7.87601 4.28844
C -1.77643 -8.74062 3.28690
N -0.44176 -4.58869 4.05165
H -0.47519 -5.35519 6.45073
H 0.99672 -6.09280 5.84170
H -0.16695 -7.21936 6.20071
H -0.08389 -6.60157 3.57782
H -2.46379 -6.14476 3.19037
H -2.56233 -5.91909 4.92705
H -1.83452 -8.30559 2.28917
H -2.28120 -9.70647 3.26583
H -0.71861 -8.96814 3.41862
H -0.61432 -4.48836 3.06156
H 0.50336 -4.24352 4.13944
C -6.73572 1.88549 -1.60381
C -6.31818 1.24640 -2.91487
C -7.22343 1.51153 -4.12591
O -8.55727 1.27778 -3.81597
C -9.36178 1.07263 -4.94220
N -4.94757 1.61886 -3.28779
H -6.00921 1.67416 -0.81920
H -7.69499 1.46125 -1.30728
H -6.93496 2.95370 -1.68951
H -6.30004 0.17895 -2.69508
H -6.92043 0.93743 -5.00152
H -6.99673 2.52911 -4.44405
H -9.01514 0.25047 -5.56830
H -9.27155 2.01023 -5.49072
H -10.40472 0.91919 -4.66504
H -4.80315 2.55665 -2.94169
H -4.33222 1.06966 -2.70484
C 2.86483 2.03196 -6.55692
C 1.38585 2.23591 -5.96768
C 0.35761 1.62000 -6.91614
O 0.16982 2.41169 -8.00711
C -1.11102 2.39609 -8.65552
N 1.25869 1.58032 -4.64719
H 2.83470 2.54125 -7.52015
H 3.09467 0.97471 -6.68933
H 3.55159 2.61239 -5.94084
H 1.20938 3.30342 -5.83582
H -0.55253 1.58470 -6.31738
H 0.58626 0.59365 -7.20321
H -1.04934 2.98807 -9.56868
H -1.86502 2.83646 -8.00310
H -1.31062 1.38326 -9.00545
H 0.34136 1.75507 -4.26240
H 1.76799 2.03794 -3.90469
C 2.78406 -0.17356 6.62275
C 3.00855 -1.44058 5.82850
C 2.75412 -2.75162 6.67739
O 3.48215 -2.88905 7.87791
C 2.92641 -3.76077 8.86598
N 2.08739 -1.30051 4.70947
H 1.81536 -0.18373 7.12236
H 2.92713 0.71768 6.01177
H 3.52122 -0.21467 7.42464
H 3.99176 -1.43416 5.35802
H 2.86041 -3.58936 5.98818
H 1.70214 -2.71146 6.95991
H 2.49443 -4.60602 8.33020
H 2.17624 -3.34293 9.53735
H 3.74139 -4.16194 9.46844
H 2.00434 -2.13318 4.14391
H 2.42873 -0.50560 4.18821
C 4.55269 2.47233 2.21366
C 4.40401 0.96411 2.12145
C 5.47761 0.13361 2.90216
O 6.71281 0.10716 2.13183
C 7.70396 -0.68500 2.75966
N 3.03125 0.55153 2.55167
H 3.84304 2.94678 1.53586
H 5.54799 2.80165 1.91528
H 4.34862 2.92423 3.18435
H 4.41044 0.75539 1.05165
H 5.12518 -0.88758 3.04735
H 5.72201 0.43329 3.92125
H 8.67432 -0.61407 2.26828
H 7.42676 -1.73809 2.71234
H 7.80598 -0.30817 3.77735
H 2.97023 -0.40685 2.23881
H 2.38975 0.97338 1.89547
C 4.17707 0.19688 -3.41258
C 4.49524 -1.21351 -2.76483
C 5.98637 -1.62924 -2.93679
O 6.31943 -1.61708 -4.33675
C 7.66055 -2.06220 -4.52333
N 4.18765 -1.05966 -1.33924
H 3.22459 0.59922 -3.06761
H 4.00508 0.13342 -4.48706
H 5.03141 0.85944 -3.27392
H 3.80867 -1.95153 -3.17960
H 6.10399 -2.66689 -2.62448
H 6.55854 -0.91329 -2.34674
H 7.85401 -2.18210 -5.58930
H 7.89776 -2.95847 -3.95014
H 8.41166 -1.30667 -4.29287
H 4.79031 -1.80395 -1.01839
H 4.65407 -0.21843 -1.03122
C 3.98755 3.34257 -1.32980
C 2.50005 3.77391 -1.33471
C 2.11716 4.96646 -2.18430
O 2.75688 6.17281 -1.70457
C 2.51458 7.33445 -2.52285
N 1.91352 2.58819 -1.93024
H 4.50866 4.08360 -0.72366
H 4.55583 3.36433 -2.25969
H 4.18023 2.32764 -0.98210
H 2.07204 3.83023 -0.33385
H 1.03340 5.02376 -2.28569
H 2.47369 4.66204 -3.16833
H 2.95207 7.16828 -3.50727
H 2.95330 8.26138 -2.15347
H 1.46418 7.55379 -2.71431
H 2.03526 1.80674 -1.30205
H 0.90983 2.61579 -1.82093
C -4.89787 -1.10412 -0.40255
C -3.48789 -1.13907 -1.04782
C -3.41386 -1.92482 -2.38982
O -3.74253 -3.28424 -2.13547
C -3.48660 -4.12241 -3.19556
N -3.19306 0.25818 -1.42502
H -5.26514 -2.00598 0.08720
H -5.74370 -0.81442 -1.02603
H -4.91910 -0.33828 0.37278
H -2.77905 -1.46566 -0.28690
H -2.48113 -1.81726 -2.94348
H -4.12035 -1.54516 -3.12795
H -3.88948 -5.08465 -2.87957
H -2.43381 -4.20243 -3.46634
H -3.95953 -3.87543 -4.14605
H -3.21914 0.83195 -0.59423
H -2.18831 0.34927 -1.37739
C -2.84962 -5.14878 0.40599
C -1.31059 -5.21164 0.43399
C -0.59160 -5.32060 -0.94457
O -0.97723 -6.44212 -1.67407
C -0.40027 -7.66315 -1.17307
N -0.84333 -3.94359 1.07062
H -3.11779 -4.19694 -0.05245
H -3.35515 -5.07658 1.36897
H -3.45003 -5.86100 -0.16000
H -1.05341 -6.08670 1.03083
H 0.48980 -5.29688 -0.80998
H -0.91862 -4.44313 -1.50242
H -1.10465 -8.45370 -1.43192
H -0.42079 -7.69824 -0.08383
H 0.57851 -7.82451 -1.62480
H 0.16425 -3.95956 1.00259
H -1.15280 -3.16247 0.51010
C -2.23582 3.87719 -4.42741
C -1.33676 3.28161 -3.37117
C -1.88672 3.66971 -1.92256
O -1.68113 5.10476 -1.94945
C -1.76945 5.67227 -0.67479
N -1.33307 1.80143 -3.47391
H -1.81837 3.58973 -5.39241
H -2.32308 4.96311 -4.39191
H -3.22927 3.47634 -4.22626
H -0.32791 3.65331 -3.55053
H -1.21844 3.19727 -1.20264
H -2.94588 3.47820 -1.75050
H -2.65216 5.46029 -0.07148
H -1.58600 6.74671 -0.67203
H -0.98813 5.21136 -0.07046
H -2.29010 1.47899 -3.48871
H -1.03145 1.42178 -2.58792
C -5.16388 3.01217 2.02969
C -3.75896 3.20443 1.34331
C -2.79957 3.94692 2.25811
O -3.31688 5.25733 2.74429
C -2.37933 5.86621 3.56274
N -3.19698 1.92926 1.13450
H -5.81593 2.46542 1.34852
H -5.63629 3.99425 2.00857
H -5.19243 2.62817 3.04942
H -3.88514 3.74154 0.40327
H -1.89511 4.05248 1.65903
H -2.57444 3.23677 3.05379
H -2.12550 5.31130 4.46592
H -2.71765 6.79023 4.03160
H -1.43672 6.08113 3.05935
H -2.20599 1.97484 0.94483
H -3.33310 1.36010 1.95768
C -2.44435 1.74603 5.93230
C -3.53678 0.93695 5.16929
O -3.28790 0.53898 4.05363
C -4.77957 0.64573 5.91396
H -1.52881 1.16008 6.01336
H -2.83357 1.98076 6.92301
H -2.37141 2.70677 5.42265
H -4.77000 -0.41144 6.17931
H -5.58354 1.04245 5.29401
H -4.71944 1.38344 6.71413